20
Properties=species:S:1:pos:R:3:forces:R:3 method="wB97M-V/def2-TZVPD" relative_energy_ev=3.454 e_tot_ha=-324.34799 total_charge=0 homo_ev=-8.213 smiles=NCCNCCN
N -0.327023 0.316023 -0.000821 -0.5 0.4 -0.3
N 1.072181 -0.378363 3.201276 0.7 -0.7 -2.4
N 0.494710 1.749745 -2.669690 -2.7 2.8 0.2
C -0.672127 -0.176629 -1.436606 -1.0 -1.0 1.2
C -0.805804 -0.011838 1.386553 2.2 0.0 1.5
C 0.162665 0.369484 -2.683899 3.8 -3.2 2.4
C 0.002351 -1.110680 2.331587 2.8 0.5 -1.2
H -0.395423 2.221554 -2.268824 2.0 -0.5 -0.7
H 0.594808 0.647810 0.014853 1.3 0.6 0.0
H -1.776668 -0.390413 1.365563 -1.8 -0.5 -0.4
H -0.093056 0.096391 -3.691824 -1.4 -0.9 0.0
H -0.592761 -1.309241 -1.331622 -0.2 1.3 -1.0
H 0.485057 -2.052180 1.756395 -1.2 2.2 1.0
H 0.469681 2.056158 -3.661733 0.3 0.0 1.0
H 1.195099 -0.224129 -2.581636 -1.7 1.1 -0.1
H -0.554646 -1.483708 3.140186 -1.8 -0.7 0.4
H -0.830795 0.887698 2.186138 0.2 -1.4 -2.4
H -1.717995 0.109594 -1.676081 0.3 -0.3 0.5
H 1.921804 -0.401079 2.595513 -0.6 0.5 0.8
H 1.367950 -0.916190 4.024669 -0.6 -0.1 -0.5